No. 1
Molecular formula: C23H45Cl2CuN5O4P
Method: DFT, wB97M-V/def2-TZVPD

Computed properties:
Frontier orbital gap (alpha / beta) in eV: 5.30 / 5.71
Charge: -1
Spin multiplicity: 2
DFT total energy in eV: -119196.752
LUMO (alpha / beta) in eV: 2.5 / 2.5
⟨S²⟩: 0.76
HOMO level (alpha / beta) in eV: -2.8 / -3.2

Structure (XYZ):
```
81
Properties=species:S:1:pos:R:3:lowdin_charge:R:1
O -0.14620 0.40347 -4.81444 -0.095
C -0.74404 0.59651 -5.86511 -0.210
C -0.44362 1.69524 -6.83633 -0.183
C 0.70443 2.49411 -6.66086 -0.016
H 1.43149 2.23012 -5.89178 0.119
C 0.90317 3.61301 -7.46857 -0.085
H 1.77759 4.25130 -7.31262 0.102
C -0.01826 3.93316 -8.47757 -0.092
H 0.11883 4.82160 -9.09131 0.094
C -1.12835 3.09534 -8.69825 -0.094
H -1.83686 3.32781 -9.49684 0.097
C -1.31973 1.97785 -7.88977 -0.056
H -2.15987 1.30061 -8.06730 0.109
H -1.55572 -0.09724 -6.17945 0.121
C -2.75123 2.01657 -0.70453 -0.164
C -2.26858 1.03954 0.28713 -0.290
H -3.64598 2.54441 -0.34637 0.048
H -2.96565 1.50976 -1.65610 0.048
H -1.94436 2.74030 -0.89104 0.045
C -2.74256 0.68072 1.46935 -0.228
C -4.04753 1.10881 2.10051 -0.126
H -2.13669 0.02880 2.10275 0.044
H -4.52326 1.90114 1.51091 0.049
H -3.87601 1.48572 3.11593 0.039
H -4.74528 0.26502 2.18187 0.055
Cu -0.49960 0.22558 -0.27147 -0.199
Cl 0.75712 2.07666 -0.11897 0.063
Cl -0.72220 -0.22406 -2.36567 0.227
H 3.53867 0.04893 -3.14116 0.081
H 5.15526 1.13106 -1.51171 0.077
C 2.73986 0.21690 -2.40485 -0.085
C 4.32219 1.22802 -0.80254 -0.080
N 3.31296 0.21856 -1.07183 -0.204
H 1.97021 -0.55297 -2.47902 0.044
C 2.79932 -0.53685 -0.07549 -0.336
O 1.82837 -1.29660 -0.18374 -0.056
H 4.70001 1.09257 0.21632 0.077
H 3.32626 -0.40417 0.89624 0.128
H 2.27527 1.18970 -2.61035 0.073
H 3.89703 2.23724 -0.90031 0.078
H -1.73307 -4.95659 1.42118 0.087
H -0.54993 -5.79440 -0.75646 0.083
C -2.22138 -4.21116 0.77679 -0.040
C -1.05229 -4.96938 -1.27754 -0.056
N -1.35674 -3.88964 -0.35062 -0.182
H -2.44400 -3.30740 1.35018 0.074
C -0.91143 -2.65278 -0.56768 -0.315
O -1.13462 -1.69919 0.21947 -0.098
H -0.39356 -4.57165 -2.05738 0.091
H -0.33754 -2.50940 -1.49582 0.074
H -3.15636 -4.65871 0.41441 0.086
H -1.96917 -5.35804 -1.73984 0.084
C 2.22481 1.81625 3.14757 -0.126
N 1.18343 1.22941 4.01268 -0.300
C 0.43428 2.28039 4.68336 -0.120
P 0.45498 -0.12161 3.31266 0.585
O 0.03034 0.02672 1.89841 -0.324
N 1.78567 -1.14134 3.41773 -0.301
C 1.78637 -2.41582 2.71815 -0.120
C 2.47274 -1.22817 4.69694 -0.132
N -0.75749 -0.74832 4.27673 -0.280
C -1.64992 0.03773 5.11713 -0.121
C -1.37866 -2.01935 3.85035 -0.111
H 2.68322 2.64608 3.70443 0.074
H 1.78809 2.19986 2.20349 0.012
H 2.99866 1.07722 2.90140 0.065
H -0.42640 2.61364 4.08687 0.093
H 0.10282 1.96599 5.67567 0.058
H 1.11339 3.12769 4.81891 0.074
H 1.45044 -2.29911 1.68191 0.060
H 2.83070 -2.75078 2.70286 0.079
H 1.18220 -3.17625 3.24113 0.074
H 2.71788 -0.22813 5.06481 0.066
H 1.87571 -1.75335 5.46163 0.077
H 3.39887 -1.78683 4.51894 0.074
H -2.10794 0.88074 4.57256 0.074
H -2.45971 -0.62799 5.44170 0.079
H -1.13682 0.39849 6.01466 0.064
H -2.47918 -1.90887 3.86178 0.084
H -1.09033 -2.30879 2.82845 0.056
H -1.10451 -2.82144 4.55472 0.080
```



No. 2
Molecular formula: C45H37F9N9O4PSe2V
Method: DFT, wB97M-V/def2-TZVPD

Computed properties:
Frontier orbital gap (alpha / beta) in eV: 5.07 / 5.68
Charge: -2
Spin multiplicity: 4
DFT total energy in eV: -258999.022
LUMO (alpha / beta) in eV: 3.6 / 3.6
⟨S²⟩: 3.76
Energy above the lowest of the compared OMol25 structures with the same formula, charge and spin in eV: 0.000
HOMO level (alpha / beta) in eV: -1.4 / -2.0

Structure (XYZ):
```
108
Properties=species:S:1:pos:R:3:lowdin_charge:R:1
V 0.71983 -0.47503 0.16236 0.516
O 4.67250 0.74430 0.99846 -0.016
C 3.54465 0.22932 0.93091 -0.482
N 2.43218 0.66550 0.35659 -0.006
C 2.31361 1.93420 -0.22934 -0.205
C 3.11925 3.02464 0.10458 -0.036
C 2.89842 4.27609 -0.46187 -0.133
C 1.88101 4.44184 -1.38788 -0.129
C 1.07255 3.36540 -1.73963 -0.042
C 1.24531 2.11157 -1.14317 -0.214
N 0.39784 1.01036 -1.35686 -0.004
C -0.28874 0.91143 -2.49174 -0.506
O -0.26102 1.63546 -3.50257 -0.018
C -1.30257 -0.21997 -2.50741 -0.218
C -1.91073 -0.53259 -3.72045 -0.011
C -2.92241 -1.47188 -3.74014 -0.071
C -3.31018 -2.06316 -2.54696 -0.063
C -2.63103 -1.71375 -1.39326 -0.190
N -1.63792 -0.81792 -1.36257 0.096
C 3.31665 -1.06367 1.69943 -0.186
C 4.38744 -1.66720 2.33860 -0.008
C 4.15020 -2.76518 3.14978 -0.068
C 2.84815 -3.19983 3.32273 -0.052
C 1.83439 -2.54571 2.63914 -0.157
N 2.06153 -1.52140 1.81793 0.053
H 3.93779 2.86275 0.78991 0.089
H 3.54067 5.10921 -0.19458 0.081
H 1.71719 5.40734 -1.85660 0.084
H 0.29524 3.48099 -2.47830 0.085
H -1.57803 -0.00767 -4.60390 0.112
H -3.40308 -1.74489 -4.67342 0.099
H -4.07792 -2.82463 -2.50757 0.103
H -2.84305 -2.21427 -0.45573 0.027
H 5.37005 -1.24283 2.18765 0.108
H 4.97014 -3.26708 3.65145 0.097
H 2.60296 -4.04315 3.95491 0.102
H 0.79966 -2.86711 2.72550 0.032
O 2.66470 -5.25269 -0.45126 -0.124
C 1.45599 -5.74076 -1.00273 -0.257
C 0.19810 -4.88758 -0.73628 -0.579
C -0.97399 -5.81473 -1.10939 -0.254
O -2.24629 -5.19565 -1.18489 -0.130
C 0.17292 -3.65050 -1.63651 -0.524
Se 1.64905 -2.34842 -1.44647 0.614
C 0.16030 -4.53313 0.75225 -0.544
Se -1.42528 -3.54626 1.44448 0.528
H 2.70669 -4.29902 -0.67827 -0.037
H 1.30512 -6.73908 -0.57282 0.116
H 1.55137 -5.86545 -2.09320 0.118
H -0.99420 -6.63682 -0.37680 0.116
H -0.78659 -6.25631 -2.09543 0.119
H -2.34216 -4.68360 -0.35308 -0.051
H -0.75390 -3.13149 -1.44893 -0.002
H 0.15877 -3.97497 -2.68034 0.063
H 1.04141 -3.93417 0.95572 -0.004
H 0.24811 -5.45454 1.33377 0.061
N 1.11442 1.85221 4.82074 0.124
N 0.43586 1.04322 3.91371 -0.281
N -0.31247 0.02490 4.28764 0.147
C -0.69117 -0.45466 3.11329 -0.222
N -0.16993 0.25800 2.09168 -0.037
N 0.54017 1.21550 2.63065 0.101
H 0.46098 2.56010 5.13938 0.086
H 1.84014 2.30645 4.27465 0.093
H -1.26725 -1.35847 2.96260 0.013
F -7.84406 -0.81603 3.15087 0.113
C -6.71021 -1.47291 2.81876 -0.579
F -6.22537 -2.00745 3.95433 0.136
F -7.08365 -2.50515 2.03717 0.139
C -5.70986 -0.58268 2.14354 -0.126
C -4.40810 -1.03306 1.99227 0.006
C -3.48260 -0.22139 1.34929 -0.106
C -3.84198 1.03434 0.86054 -0.334
C -5.16588 1.44957 0.99057 -0.075
C -6.09719 0.65149 1.63632 -0.016
P -2.46096 1.92308 0.02469 1.159
C -2.31300 3.54723 0.89982 -0.337
C -1.00627 3.86545 1.27284 -0.076
C -0.72031 5.07295 1.89547 -0.001
C -1.74636 5.96635 2.15617 -0.138
C -3.04954 5.67496 1.77925 -0.016
C -3.32346 4.47252 1.14491 -0.067
C -1.41593 7.25384 2.84681 -0.579
F -2.48416 8.06648 2.97437 0.119
F -0.46869 7.95421 2.19334 0.135
F -0.93750 7.05002 4.09528 0.125
C -3.26364 2.46996 -1.52910 -0.334
C -2.85638 3.64870 -2.14948 -0.066
C -3.34575 4.00017 -3.39743 -0.003
C -4.24608 3.16758 -4.04162 -0.133
C -4.63759 1.97285 -3.45158 -0.009
C -4.14723 1.62678 -2.20543 -0.073
C -4.79301 3.51868 -5.38823 -0.577
F -6.14752 3.47094 -5.41353 0.116
F -4.44867 4.75908 -5.78538 0.121
F -4.37852 2.67260 -6.35240 0.134
H -4.10475 -2.01165 2.35010 0.110
H -2.47607 -0.59235 1.19124 0.037
H -5.48755 2.38958 0.56143 0.097
H -7.12279 0.98084 1.73813 0.113
H -0.20007 3.17522 1.05160 0.077
H 0.30318 5.31329 2.15779 0.126
H -3.84305 6.38460 1.97018 0.113
H -4.33644 4.27181 0.82405 0.096
H -2.13269 4.29569 -1.66842 0.108
H -3.01510 4.91551 -3.86853 0.118
H -5.31714 1.30496 -3.96766 0.124
H -4.44008 0.67952 -1.76724 0.105
```